Density functional theory data (ωB97M-V with the def2-TZVPD basis set) for the ion C9H20BN2O2 with charge +1 in a non-equilibrium geometry.

Output
* net charge: +1
* maximum force: 5.03 eV Å⁻¹
* spin multiplicity: 1
* relative energy (zero: lowest compared OMol25 entry of this formula, charge and spin): 1.6796 eV
* structure (SMILES): C=C[C@](N)([NH3+])B1OC(C)(C)C(C)(C)O1
* LUMO level: -3.15 eV
* HOMO energy: -13.57 eV
* calculated total energy: -639.533892 a.u.
* HOMO-LUMO gap: 10.42 eV

```
34
Properties=species:S:1:pos:R:3:nbo_charge:R:1
B -0.7088 -0.1068 0.0186 1.1271
C -3.7429 0.9153 -1.3407 -0.3914
C -3.0884 -0.1983 -0.9890 -0.2128
C 1.3615 0.5946 0.2940 0.2528
C 1.3862 -0.7110 -0.4195 0.2248
C 2.4291 0.6303 1.4655 -0.6220
C 1.4195 1.8599 -0.5521 -0.6493
C 1.5012 -1.9082 0.5052 -0.6186
C 2.4063 -0.8543 -1.5741 -0.6500
C -2.3483 -0.3434 0.2869 -0.0588
N -2.5438 -1.8066 1.0997 -0.8287
N -2.8687 0.6750 1.2673 -0.7350
O 0.0093 0.6245 0.8896 -0.7402
O 0.0336 -0.8151 -0.9266 -0.7137
H -4.1105 0.8003 -2.4415 0.2649
H -3.6745 1.8109 -0.8176 0.1764
H -2.7367 -0.8962 -1.7364 0.2525
H 2.3066 1.6144 1.7366 0.2178
H 3.4438 0.2940 1.1126 0.2373
H 2.1166 -0.0660 2.3340 0.2240
H 1.0999 2.6946 0.0820 0.2304
H 0.5762 1.7370 -1.2689 0.2165
H 2.4426 2.1158 -1.0045 0.2494
H 1.6093 -2.7003 -0.2722 0.2319
H 0.6135 -2.0687 1.1501 0.1965
H 2.3670 -1.8615 1.0883 0.2238
H 3.4372 -1.2552 -1.3036 0.2435
H 2.4541 0.1776 -2.0936 0.2298
H 2.0953 -1.6422 -2.3078 0.2466
H -1.6736 -2.0886 1.5532 0.3742
H -2.7297 -2.5538 0.3454 0.3942
H -3.2237 1.4722 0.6877 0.4520
H -2.1855 0.7863 2.1253 0.4868
H -3.8146 0.2757 1.6988 0.4673
```